{
  "formula": "C42H63As2NO3PtSSe2Si2",
  "method": "ωB97M-V with the def2-TZVPD basis set",
  "species": ["Pt", "O", "C", "C", "C", "O", "C", "Se", "C", "Se", "H", "H", "H", "H", "H", "H", "H", "H", "H", "H", "C", "S", "O", "C", "C", "C", "C", "C", "C", "H", "H", "H", "H", "H", "H", "H", "H", "C", "Si", "C", "C", "As", "Si", "C", "C", "C", "H", "H", "H", "H", "H", "H", "H", "H", "H", "H", "H", "H", "H", "H", "H", "H", "H", "H", "C", "C", "C", "C", "C", "C", "As", "N", "C", "C", "C", "C", "C", "C", "C", "C", "C", "C", "C", "C", "C", "C", "C", "C", "C", "C", "H", "H", "H", "H", "H", "H", "H", "H", "H", "H", "H", "H", "H", "H", "H", "H", "H", "H", "H", "H", "H", "H", "H", "H", "H", "H", "H"],
  "xyz": [[0.5343, -0.9648, -0.0590], [-0.0492, -4.4114, -3.0906], [-0.3068, -4.4157, -1.6820], [0.9278, -4.7568, -0.8422], [1.2623, -6.2445, -1.0134], [1.5221, -6.6297, -2.3571], [0.5041, -4.5506, 0.6335], [0.9043, -2.8214, 1.4943], [2.1657, -3.9148, -1.2270], [1.8433, -2.0929, -1.8808], [0.4424, -3.5735, -3.2243], [-1.0878, -5.1596, -1.4973], [-0.6776, -3.4350, -1.3756], [0.4299, -6.8402, -0.6057], [2.1542, -6.4824, -0.4233], [1.0051, -6.0231, -2.9145], [0.9775, -5.2964, 1.2781], [-0.5744, -4.7032, 0.7190], [2.7330, -4.4250, -2.0058], [2.7989, -3.8362, -0.3421], [-1.2991, 5.4844, 1.7450], [-1.2607, 3.6448, 1.6500], [-0.9963, 3.3780, 0.2174], [0.2872, 3.4380, 2.5530], [1.2969, 2.6967, 1.9603], [2.4954, 2.5281, 2.6415], [2.6647, 3.0709, 3.9084], [1.6297, 3.7741, 4.5096], [0.4347, 3.9604, 3.8297], [-0.3183, 5.9024, 1.9600], [-2.0254, 5.8029, 2.4932], [-1.6266, 5.7871, 0.7511], [1.1144, 2.2177, 1.0055], [3.2831, 1.9456, 2.1840], [3.5963, 2.9219, 4.4411], [1.7493, 4.1722, 5.5104], [-0.3819, 4.4986, 4.2998], [-1.4683, -2.2806, 4.3868], [-0.6769, -0.6436, 3.8545], [1.1190, -0.6357, 4.4321], [-1.5322, 0.6656, 4.9381], [-0.8890, 0.1598, 1.6734], [-2.9569, -0.7862, 1.2315], [-2.9492, -2.6644, 0.9864], [-3.6717, 0.0343, -0.3181], [-4.2222, -0.4439, 2.6094], [-1.2418, -2.4744, 5.4418], [-1.0776, -3.0976, 3.7811], [-2.5552, -2.2539, 4.2766], [1.1736, -0.9581, 5.4775], [1.5398, 0.3707, 4.3599], [1.7309, -1.3102, 3.8298], [-1.5339, 0.3617, 5.9912], [-2.5651, 0.8337, 4.6279], [-1.0011, 1.6185, 4.8561], [-1.9783, -2.9751, 0.5975], [-3.7232, -2.9836, 0.2812], [-3.1107, -3.1845, 1.9342], [-2.9171, 0.6466, -0.8172], [-4.5089, 0.6852, -0.0480], [-4.0366, -0.7061, -1.0352], [-4.0069, -1.0052, 3.5214], [-5.2163, -0.7396, 2.2564], [-4.2523, 0.6192, 2.8609], [-1.8857, 7.0191, -4.5103], [-1.5188, 5.6618, -3.9701], [-0.3976, 5.4738, -3.1822], [-0.0179, 4.2227, -2.6914], [1.2402, 4.2040, -1.8710], [-0.7961, 3.0899, -2.9889], [-0.6686, 1.2068, -2.2688], [0.8352, 0.7725, -1.3154], [2.1478, 0.9981, -1.6669], [3.1805, 0.7055, -0.7475], [4.5082, 0.9367, -1.0507], [4.8912, 1.4648, -2.2817], [3.8913, 1.7598, -3.1981], [2.5579, 1.5363, -2.8967], [-0.4864, 0.1753, -4.0098], [0.1505, 0.4896, -5.2193], [0.7215, 1.8391, -5.6016], [0.2483, -0.4750, -6.2278], [-0.2978, -1.7363, -6.1015], [-0.1188, -2.7861, -7.1649], [-1.0273, -2.0046, -4.9509], [-1.1467, -1.0753, -3.9268], [-2.0513, -1.4425, -2.7748], [-1.9679, 3.2889, -3.7471], [-2.9580, 2.1902, -4.0754], [-2.2975, 4.5474, -4.2373], [-1.2637, 7.7974, -4.0661], [-2.9306, 7.2620, -4.3034], [-1.7500, 7.0632, -5.5943], [0.2217, 6.3310, -2.9296], [1.2958, 5.1106, -1.2637], [2.1238, 4.1668, -2.5086], [1.2652, 3.3468, -1.2158], [2.9096, 0.2633, 0.2041], [5.2630, 0.6838, -0.3126], [5.9354, 1.6286, -2.5197], [4.1476, 2.1732, -4.1692], [1.8040, 1.7873, -3.6208], [0.6308, 2.5930, -4.8295], [0.1934, 2.2151, -6.4831], [1.7768, 1.7422, -5.8696], [0.7786, -0.2136, -7.1409], [0.3144, -2.3591, -8.0709], [-1.0708, -3.2529, -7.4271], [0.5468, -3.5790, -6.8156], [-1.5095, -2.9708, -4.8364], [-2.4853, -2.4292, -2.9470], [-2.8622, -0.7186, -2.6690], [-1.5188, -1.4714, -1.8201], [-2.8070, 1.2718, -3.5164], [-2.9075, 1.9333, -5.1370], [-3.9711, 2.5390, -3.8620], [-3.2089, 4.6566, -4.8212]],
  "forces_ev_per_angstrom": [[0.46, -0.30, 0.22], [-0.04, -0.08, 0.12], [0.09, 0.05, -0.12], [-0.01, 0.12, 0.26], [-0.01, 0.06, 0.04], [-0.09, -0.02, -0.03], [0.03, 0.12, -0.24], [-0.18, 0.10, -0.19], [-0.16, -0.09, 0.18], [-0.20, -0.21, 0.13], [0.05, -0.02, -0.07], [-0.01, -0.02, -0.03], [0.00, -0.04, 0.05], [0.01, 0.01, -0.01], [0.01, 0.00, -0.03], [0.07, 0.03, -0.02], [0.09, 0.04, -0.02], [-0.02, -0.09, -0.01], [-0.06, 0.03, -0.06], [0.04, -0.02, 0.00], [-0.01, -0.10, 0.06], [0.00, 0.12, 0.01], [0.08, 0.00, -0.04], [-0.01, 0.02, -0.07], [-0.05, -0.03, 0.02], [-0.03, 0.01, 0.01], [0.02, -0.05, -0.02], [-0.02, 0.03, 0.03], [-0.03, 0.03, 0.00], [0.02, -0.03, -0.04], [0.03, 0.00, 0.02], [-0.05, -0.02, 0.02], [0.06, 0.08, -0.18], [0.03, -0.02, -0.04], [0.00, 0.00, -0.01], [0.00, 0.00, -0.01], [0.02, 0.02, 0.00], [0.03, 0.01, -0.03], [-0.04, 0.03, 0.08], [0.00, -0.07, -0.04], [0.06, 0.01, 0.00], [0.10, 0.13, -0.33], [-0.08, -0.10, -0.04], [-0.01, 0.04, -0.04], [-0.12, 0.03, 0.09], [-0.02, -0.02, -0.03], [0.01, 0.01, -0.01], [0.01, -0.03, 0.01], [0.07, -0.02, 0.01], [0.02, 0.01, 0.02], [-0.04, -0.01, -0.02], [0.00, 0.02, 0.02], [0.00, 0.00, 0.01], [-0.02, -0.02, -0.01], [-0.01, -0.02, -0.01], [0.00, 0.02, -0.01], [-0.05, 0.02, 0.02], [0.05, 0.00, 0.01], [-0.07, -0.05, 0.05], [0.00, 0.02, 0.04], [-0.07, 0.03, 0.14], [-0.03, 0.07, -0.04], [-0.02, 0.00, 0.02], [0.00, 0.00, -0.03], [0.00, 0.00, 0.00], [0.01, -0.01, -0.01], [0.03, -0.01, -0.05], [-0.13, 0.04, -0.09], [-0.07, -0.04, 0.06], [0.19, 0.06, -0.01], [0.11, -0.06, 0.06], [-0.18, 0.17, 0.04], [0.13, 0.14, -0.05], [0.07, 0.16, 0.05], [-0.04, -0.01, 0.06], [-0.04, -0.01, -0.05], [0.04, 0.02, 0.03], [-0.05, -0.02, 0.10], [-0.11, 0.07, 0.00], [0.01, 0.02, 0.04], [-0.03, 0.01, -0.03], [0.00, -0.03, 0.01], [0.01, 0.04, 0.00], [0.00, 0.00, 0.00], [-0.08, 0.01, -0.03], [0.05, -0.04, -0.06], [0.10, -0.04, -0.10], [-0.07, -0.09, 0.00], [-0.01, -0.01, -0.08], [0.01, 0.03, 0.06], [0.00, 0.00, 0.00], [0.00, 0.00, 0.00], [0.00, 0.00, 0.00], [0.00, 0.00, 0.00], [0.00, -0.04, 0.02], [0.04, -0.01, -0.03], [0.04, -0.17, 0.21], [-0.03, -0.01, 0.00], [0.00, 0.00, -0.01], [0.00, 0.01, 0.00], [0.00, -0.01, -0.01], [0.02, -0.05, 0.07], [-0.07, 0.03, -0.01], [0.00, -0.01, 0.00], [0.00, 0.01, 0.01], [0.00, 0.00, 0.00], [0.00, 0.00, 0.00], [0.00, 0.00, 0.01], [-0.01, 0.00, 0.01], [0.03, 0.03, 0.00], [-0.01, -0.01, -0.01], [0.12, -0.11, -0.07], [0.02, 0.07, 0.03], [-0.03, 0.05, 0.03], [0.03, -0.04, 0.01], [0.00, 0.02, -0.03], [0.01, -0.01, 0.00]],
  "lowdin_charge": [0.193, -0.128, -0.250, -0.566, -0.240, -0.082, -0.520, 0.511, -0.540, 0.659, 0.002, 0.130, 0.064, 0.117, 0.120, 0.058, 0.050, 0.040, 0.053, 0.031, -0.240, 0.848, -0.556, -0.417, -0.109, -0.068, -0.105, -0.104, -0.121, 0.044, 0.033, 0.042, 0.057, 0.103, 0.096, 0.093, 0.105, -0.239, 0.173, -0.233, -0.237, 0.659, 0.205, -0.220, -0.248, -0.246, 0.017, -0.013, -0.006, 0.019, 0.002, -0.022, 0.017, 0.000, 0.000, -0.032, 0.020, 0.016, -0.050, 0.019, 0.008, -0.007, 0.017, 0.014, -0.071, -0.291, -0.034, -0.273, -0.056, -0.270, 1.322, -0.431, -0.506, -0.124, -0.118, -0.140, -0.115, -0.085, -0.238, -0.257, -0.072, -0.036, -0.277, -0.060, -0.041, -0.295, -0.112, -0.286, -0.071, -0.042, 0.064, 0.069, 0.071, 0.108, 0.077, 0.079, 0.041, 0.073, 0.090, 0.075, 0.090, 0.046, 0.041, 0.082, 0.079, 0.108, 0.064, 0.071, 0.078, 0.109, 0.084, 0.035, 0.023, 0.010, 0.086, 0.078, 0.112],
  "lumo_ev": [3.82, 3.82],
  "largest_force_ha_per_bohr": 0.0115,
  "e_homo_ev": [-1.3, -1.3],
  "total_charge": -2,
  "e_tot_ev": -334420.743,
  "gap_ev": [5.1, 5.1]
}

---

{
  "formula": "C23H24ClFN2O",
  "method": "ωB97M-V with the def2-TZVPD basis set",
  "species": ["O", "H", "C", "C", "C", "N", "C", "C", "N", "C", "C", "C", "C", "C", "C", "C", "C", "H", "H", "H", "F", "H", "H", "H", "H", "C", "C", "C", "H", "H", "H", "H", "H", "H", "H", "H", "C", "C", "C", "C", "C", "C", "C", "H", "H", "H", "Cl", "H", "H", "H", "H", "H"],
  "xyz": [[-3.9748, -2.1209, 0.0381], [-4.5242, -1.6475, 0.4699], [-3.0876, -1.1081, -0.7936], [-2.3826, -0.2560, 0.0859], [-1.4923, 0.4347, -0.9504], [-1.3826, 1.8473, -0.1800], [-0.2523, 2.4817, -0.6086], [1.0834, 2.0323, -0.3537], [1.9775, 1.6945, -1.1804], [3.2301, 1.1123, -0.6375], [4.1239, 0.9942, -1.5451], [5.2708, 0.3747, -1.2451], [5.6256, -0.0721, 0.1172], [4.6970, 0.5299, 1.2131], [3.4327, 0.9605, 0.6321], [2.3471, 1.3135, 1.7846], [1.2881, 1.6985, 1.2193], [0.4010, 2.0997, 1.8918], [2.6765, 1.3200, 2.6571], [4.8513, 0.3391, 2.3426], [6.7452, -0.4034, 0.5269], [6.0292, 0.0848, -1.6831], [3.9612, 1.0483, -2.5547], [-0.1920, 2.6325, -1.7025], [-0.2074, 3.8278, -0.7029], [-2.4462, 2.7630, -0.3822], [-3.7631, 1.7268, -0.0358], [-3.3422, 0.9033, 0.8280], [-2.9433, 1.1001, 1.8477], [-4.2371, 0.1782, 1.2823], [-4.4989, 2.6502, 0.4194], [-4.2667, 1.5100, -1.0746], [-2.4068, 3.6236, 0.3404], [-2.6464, 3.0232, -1.4153], [-0.5794, 0.0589, -0.8861], [-1.9057, 0.8773, -1.7762], [-1.5865, -0.9992, 0.9913], [-0.6829, -2.0137, 0.8555], [0.6433, -1.6881, 0.4125], [1.3995, -2.5516, -0.0463], [1.1399, -4.0158, -0.3311], [-0.4139, -4.1707, -0.0444], [-1.2348, -3.3477, 0.2844], [-2.2237, -3.6958, 0.4400], [-0.7471, -5.1639, -0.6137], [1.8944, -4.7296, -0.9212], [3.2690, -2.3875, -0.3281], [1.1805, -0.9122, 0.7153], [-1.0097, -0.1854, 1.6317], [-2.4459, -1.4384, 1.8850], [-2.5326, -1.7519, -1.4128], [-3.8587, -0.5813, -1.5068]],
  "forces_ev_per_angstrom": [[7.30, -3.87, -6.39], [-6.08, 5.22, 4.67], [-7.16, -2.57, -0.40], [-0.84, 3.13, -2.15], [-3.05, 5.53, 5.23], [1.56, -0.66, 0.58], [2.24, 6.40, -4.72], [1.73, -3.09, 5.47], [0.59, -0.23, 0.30], [-7.27, 3.54, -1.37], [4.38, -2.41, -3.17], [-2.22, -0.56, 8.55], [-8.89, 6.92, 1.88], [0.40, -2.67, -3.60], [1.70, -0.89, 10.14], [3.32, -1.60, -10.42], [-6.76, 3.94, -1.27], [1.58, -0.91, -1.53], [2.32, -0.29, 7.76], [-0.24, 0.48, -2.12], [4.88, -2.29, 0.42], [6.78, -2.09, -6.41], [-0.92, 1.01, -2.28], [-0.54, -0.98, -0.79], [-0.46, -3.42, 1.84], [-3.43, -2.62, 0.98], [-4.78, 14.29, -7.89], [1.58, -13.59, 8.54], [0.37, 0.90, -1.20], [1.56, 1.40, -1.24], [1.36, -2.83, -1.05], [1.03, -0.41, 2.27], [0.06, -0.89, -0.88], [0.47, 0.73, -0.45], [4.02, -1.63, -0.86], [-0.94, -0.53, -3.02], [-2.42, 3.14, 10.25], [1.58, -4.86, -6.13], [-7.29, 2.04, 4.00], [8.22, -13.21, -5.18], [-3.46, 4.19, 0.62], [11.68, -11.71, -7.88], [-4.23, 9.91, 6.19], [-1.12, 0.66, -0.02], [0.36, 1.76, 1.85], [-2.14, 1.70, 1.83], [-1.74, 0.81, 0.31], [1.20, 4.35, 1.27], [-1.08, -1.08, -1.01], [2.22, 1.29, -2.35], [1.04, -0.76, -0.55], [1.51, -0.71, 1.33]],
  "lowdin_charge": [-0.038, -0.073, -0.112, -0.455, 0.048, -0.169, -0.291, -0.262, 0.202, -0.301, -0.067, 0.013, -0.288, 0.088, -0.153, 0.005, -0.037, 0.143, 0.025, 0.132, 0.152, 0.027, 0.112, 0.110, 0.222, -0.156, -0.241, -0.230, 0.144, 0.172, 0.178, 0.149, 0.135, 0.104, 0.073, 0.112, -0.201, -0.105, -0.113, -0.525, 0.005, -0.144, -0.082, 0.111, 0.142, 0.127, 0.590, 0.062, 0.166, 0.218, 0.116, 0.162],
  "lumo_ev": -0.27,
  "largest_force_ha_per_bohr": 0.3562,
  "e_above_lowest_kcal_mol": 451.1,
  "e_homo_ev": -8.3,
  "e_tot_ev": -44489.447,
  "gap_ev": 8.0
}

---

{
  "formula": "C3H5N5",
  "method": "ωB97M-V with the def2-TZVPD basis set",
  "species": ["C", "C", "C", "H", "H", "H", "H", "H", "N", "N", "N", "N", "N"],
  "xyz": [[0.5759, -0.4761, -0.1569], [-1.5252, -1.1388, 0.0388], [-0.9855, 1.1508, -0.0425], [2.4171, 1.0263, -0.4950], [3.7221, -0.3365, 0.3778], [-2.3409, -1.9664, 0.1836], [-2.9984, 0.5197, 0.1624], [-1.1422, 2.1692, 0.1041], [2.5834, 0.2332, 0.1836], [1.7557, -0.8957, -0.0874], [-0.4154, -1.3633, -0.1330], [-1.9428, 0.2377, 0.0642], [0.2962, 0.8398, -0.1998]],
  "forces_ev_per_angstrom": [[0.73, -0.02, -0.77], [-11.23, 1.53, 1.26], [3.83, -1.32, -0.26], [1.07, -1.31, 0.82], [-4.48, 3.11, -1.60], [1.17, 1.82, -0.36], [3.10, -0.78, -0.19], [-1.04, 1.61, -0.13], [4.55, -2.82, 0.61], [1.85, 0.86, 0.80], [8.14, -5.48, -1.23], [-4.54, -0.07, 0.74], [-3.15, 2.88, 0.31]],
  "lowdin_charge": [-0.557, -0.216, -0.151, 0.060, 0.189, 0.157, 0.193, 0.107, -0.103, -0.004, 0.139, 0.069, 0.117],
  "lumo_ev": 0.41,
  "largest_force_ha_per_bohr": 0.2218,
  "e_above_lowest_kcal_mol": 101.5,
  "e_homo_ev": -7.5,
  "e_tot_ev": -10638.471,
  "gap_ev": 7.9
}

---

Copy entry 3 word for word.
{
  "formula": "C3H5N5",
  "method": "ωB97M-V with the def2-TZVPD basis set",
  "species": ["C", "C", "C", "H", "H", "H", "H", "H", "N", "N", "N", "N", "N"],
  "xyz": [[0.5759, -0.4761, -0.1569], [-1.5252, -1.1388, 0.0388], [-0.9855, 1.1508, -0.0425], [2.4171, 1.0263, -0.4950], [3.7221, -0.3365, 0.3778], [-2.3409, -1.9664, 0.1836], [-2.9984, 0.5197, 0.1624], [-1.1422, 2.1692, 0.1041], [2.5834, 0.2332, 0.1836], [1.7557, -0.8957, -0.0874], [-0.4154, -1.3633, -0.1330], [-1.9428, 0.2377, 0.0642], [0.2962, 0.8398, -0.1998]],
  "forces_ev_per_angstrom": [[0.73, -0.02, -0.77], [-11.23, 1.53, 1.26], [3.83, -1.32, -0.26], [1.07, -1.31, 0.82], [-4.48, 3.11, -1.60], [1.17, 1.82, -0.36], [3.10, -0.78, -0.19], [-1.04, 1.61, -0.13], [4.55, -2.82, 0.61], [1.85, 0.86, 0.80], [8.14, -5.48, -1.23], [-4.54, -0.07, 0.74], [-3.15, 2.88, 0.31]],
  "lowdin_charge": [-0.557, -0.216, -0.151, 0.060, 0.189, 0.157, 0.193, 0.107, -0.103, -0.004, 0.139, 0.069, 0.117],
  "lumo_ev": 0.41,
  "largest_force_ha_per_bohr": 0.2218,
  "e_above_lowest_kcal_mol": 101.5,
  "e_homo_ev": -7.5,
  "e_tot_ev": -10638.471,
  "gap_ev": 7.9
}